[1]
This record from OMol25 describes a single C2H6FN molecule in a non-equilibrium geometry. The level of theory is wB97M-V/def2-TZVPD.

```
10
Properties=species:S:1:pos:R:3:forces:R:3
H 0.305402 0.899741 -1.632699 -1.78 -0.39 0.74
C 0.765941 -0.413599 0.995728 -0.48 5.34 -1.85
H 1.319699 -1.230728 1.217703 1.47 -2.85 0.27
H 0.203672 -0.118260 1.883341 -0.23 -0.04 -0.10
N -0.093523 -0.586686 -0.240787 -1.32 -0.28 1.86
H -0.915537 -1.073811 0.158072 0.55 0.06 -0.71
C -0.631429 0.502701 -1.060676 4.34 -0.93 -0.61
H 1.536604 0.462076 0.854998 -1.41 -1.57 -0.01
F -1.194127 1.570052 -0.432668 -0.65 0.24 0.52
H -1.296702 -0.011486 -1.743013 -0.49 0.43 -0.11
```
Positions in Å, forces in eV/Å.

- structure (SMILES) = CNCF
- orbital gap (eV) = 10.931
- E_tot (eV) = -6377.9304
- HOMO energy (eV) = -9.80
- ΔE to the lowest compared entry with this formula, charge and spin (kcal/mol) = 16.77
- LUMO (eV) = 1.13


[2]
This record from OMol25 describes C3H4N2O3 as an isolated structure in a non-equilibrium geometry. The level of theory is wB97M-V/def2-TZVPD.

```
12
Properties=species:S:1:pos:R:3:forces:R:3
N 1.818864 -0.678955 -0.012481 -4.37 -2.52 1.52
H 3.619518 -0.499196 -0.092917 1.99 -2.15 0.00
H -1.951097 -0.818154 -1.422786 2.35 -2.82 4.83
H -0.791367 -0.820271 1.434093 -0.34 -1.25 1.70
N -0.664930 1.735493 -0.235773 1.23 1.27 -0.08
C -1.415512 0.870738 0.229630 -1.95 -2.19 0.90
O 2.913734 0.082100 -0.097772 -2.60 3.58 -0.53
O 0.626214 1.267086 -0.216434 -0.20 -1.40 -0.02
H -2.507632 1.100425 0.329139 1.11 -0.59 -0.03
O -1.503542 -1.461830 -0.405427 -1.46 2.38 -3.93
C 0.596872 -0.189542 0.068372 7.12 3.27 -1.96
C -0.741120 -0.587897 0.422355 -2.89 2.42 -2.40
```
Positions in Å, forces in eV/Å.

- orbital gap (eV) = 9.322
- E_tot (eV) = -12291.9166
- HOMO energy (eV) = -9.41
- ΔE to the lowest compared entry with this formula, charge and spin (kcal/mol) = 163.24
- LUMO (eV) = -0.09


[3]
This record from OMol25 describes a 2-piece molecular cluster, C4H9N2O2 overall. The level of theory is wB97M-V/def2-TZVPD.

```
17
Properties=species:S:1:pos:R:3:forces:R:3
O -0.881069 -2.301218 -0.760727 0.02 -0.09 0.03
H -1.582406 0.748401 -0.223211 -0.19 -0.13 -0.03
O 0.551404 -0.618941 -1.239793 0.01 -0.13 -0.11
H 2.270679 1.407064 1.247712 -0.13 -0.03 0.00
H -2.319036 1.252564 1.329622 0.01 0.03 -0.10
H 0.975746 -1.969612 -3.218925 -0.06 -0.03 0.00
H -0.182337 0.682774 2.470497 -0.08 0.07 -0.01
H 0.432694 0.002736 0.945435 -0.09 -0.11 0.02
N 0.321412 2.077534 1.020715 -0.35 0.55 0.21
C 1.565691 2.224386 1.031608 0.43 -0.28 -0.08
C 0.037963 -1.752922 -1.406128 0.08 0.32 0.09
H -1.963646 -0.460550 1.006465 0.14 -0.09 -0.08
C -1.620330 0.558584 0.848011 0.04 0.47 0.10
H 2.026919 3.183612 0.791124 -0.21 0.05 -0.02
C -0.217039 0.768491 1.377287 0.36 -0.49 0.04
H -0.022915 -3.269593 -2.750304 0.03 0.07 -0.17
N 0.606268 -2.533302 -2.469394 0.00 -0.19 0.13
```
Positions in Å, forces in eV/Å.

- orbital gap (eV) = 8.118
- E_tot (eV) = -11370.4571
- HOMO energy (eV) = -4.12
- ΔE to the lowest compared entry with this formula, charge and spin (kcal/mol) = 16.34
- charge = -1
- LUMO (eV) = 4.00


[4]
This record from OMol25 describes a 2-piece molecular cluster, C3H7O overall in a non-equilibrium geometry. The level of theory is wB97M-V/def2-TZVPD.

```
11
Properties=species:S:1:pos:R:3:forces:R:3
H 0.130293 -0.950978 -1.475071 0.33 1.90 -0.47
C 1.684343 0.837631 0.663347 -1.07 1.32 -1.67
H -1.270942 -1.161044 1.210574 1.76 -1.06 2.49
H -1.742156 -1.315273 -0.470679 -0.16 -1.19 -1.87
O 1.278170 -0.062200 -0.143665 0.19 -0.82 -0.12
C 0.452219 0.089823 -1.174453 -1.08 -0.29 0.84
C -1.830596 -0.844114 0.435589 1.17 -0.33 -1.33
H 2.427212 0.572626 1.349163 0.85 -0.40 1.01
H 0.120278 1.160565 -1.420416 0.39 -1.94 0.05
H -2.532619 -0.151733 0.581757 -2.66 2.62 0.47
H 1.283796 1.824695 0.443854 0.29 0.20 0.61
```
Positions in Å, forces in eV/Å.

- orbital gap (spin up / spin down) (eV) = 6.486 / 8.670
- E_tot (eV) = -5258.3450
- HOMO energy (spin up / spin down) (eV) = -13.40 / -14.90
- ΔE to the lowest compared entry with this formula, charge and spin (kcal/mol) = 119.10
- charge = +1
- LUMO (spin up / spin down) (eV) = -6.92 / -6.23


[5]
This record from OMol25 describes a 6-piece molecular cluster, C46H66F3N5O6 overall in a non-equilibrium geometry. The level of theory is wB97M-V/def2-TZVPD.

```
126
Properties=species:S:1:pos:R:3:forces:R:3
F 2.204053 -5.192613 0.349115 0.87 2.66 1.56
C 3.818701 11.692095 -3.775982 -0.17 0.16 -0.35
H -9.230490 -0.627437 -3.198780 0.79 1.35 -0.14
H -2.446890 -7.760273 -1.184695 0.00 0.25 -0.96
C 5.749167 -1.287241 -1.969733 -2.32 0.64 -1.20
H -0.652421 5.456041 -1.138983 0.04 -0.10 -0.19
C -2.155357 -1.704857 10.643748 -0.08 0.03 -0.07
C -3.292716 -1.643708 -2.357149 1.53 -2.65 1.17
C -2.574704 -2.806594 -1.937566 -0.48 1.24 0.31
N 2.627064 9.054406 -1.813312 0.64 0.30 0.01
C -7.486507 0.386821 -2.061781 -1.13 -0.24 0.20
C 7.176284 -3.743796 0.018034 0.11 0.01 -0.21
C -5.036501 1.302442 -2.007770 0.14 0.80 0.11
C -0.280682 6.120120 -1.925721 -0.16 0.01 0.35
C -2.467638 -0.538865 -3.139840 0.48 1.52 -1.62
H 4.611216 12.377076 -4.093513 -0.01 -0.09 0.16
C 2.125126 -3.909910 0.936787 -2.61 0.03 0.68
H -9.512492 1.169395 -2.826339 1.18 -1.34 -0.32
H -0.779841 -2.614114 4.560838 0.02 -0.06 0.01
H -3.351844 -4.690313 -3.321785 -0.77 -0.55 1.53
C -8.717111 0.390600 -3.133032 0.23 0.61 0.25
H -0.714789 7.830451 -0.705719 0.00 -0.17 -0.06
H -6.664993 -0.745827 -0.333001 -1.61 -0.45 -0.86
H -7.623003 1.365741 -1.462727 0.64 -1.44 -1.06
C 6.378759 -4.695966 0.794872 -0.18 0.01 0.31
H 3.092105 12.284956 -3.211581 0.13 -0.07 0.05
H -2.515770 -4.606387 -0.506211 -1.09 0.99 -1.28
C -1.168939 -2.848521 10.443228 -0.40 0.04 0.06
H 6.074439 -5.532421 0.158522 0.11 0.12 -0.07
O 1.349852 -3.083700 0.107261 2.79 -1.37 0.98
O -2.305556 -7.109299 -1.909520 -1.75 1.82 0.65
H -1.339318 -3.303998 9.462324 0.11 0.01 0.08
H 8.807170 -6.457130 2.575076 -0.01 0.01 -0.10
C -0.610031 5.537816 -3.230363 0.10 -0.14 -0.17
C -0.997985 -2.997353 -2.201582 0.36 -0.35 -0.05
C -0.324548 8.551527 -2.681801 0.06 0.03 -0.19
C -6.059312 0.358909 -2.804224 0.10 0.72 -0.32
H 3.849202 10.529597 -5.609109 -0.06 0.02 0.02
C -0.154455 -1.623091 -2.207547 0.68 2.63 -0.28
C -2.645224 -4.168527 5.996411 -0.26 -0.02 -0.11
H -5.628985 2.174048 -1.531844 0.88 -1.42 -0.80
C 4.500654 -0.759690 -2.460125 1.44 -0.46 2.10
H -0.855652 1.920126 -3.225642 0.93 -1.42 0.58
C 1.314012 -1.501025 -1.748862 -1.93 1.88 -1.48
C 1.993849 -0.117010 -1.859969 -2.04 0.27 -0.93
F 1.379311 -4.061854 2.149977 2.09 0.23 -2.94
H -1.984389 7.457340 -1.864851 0.09 -0.14 0.07
H -6.408495 -1.844312 -3.167225 1.45 1.08 0.26
H 4.109181 -0.909387 -3.518818 0.04 -0.95 1.85
C -0.268696 1.024726 -2.838351 2.14 -3.58 1.35
O -4.666852 -1.594453 -2.011854 2.14 0.34 -1.77
H -1.412328 -5.517026 7.017812 -0.19 0.03 -0.09
N -0.864483 5.081029 -4.256180 0.07 0.11 0.33
C 4.434727 10.617343 -2.878933 0.13 0.35 0.08
H 2.295152 10.486462 -4.756855 0.07 0.00 -0.02
H 0.760994 8.627706 -2.567888 -0.47 -0.05 -0.06
H 1.895138 -3.698319 -1.895497 0.18 1.15 1.10
C 2.932883 2.430234 -3.853739 0.02 -0.47 -0.12
H -1.373636 -3.619650 11.192795 0.16 0.02 -0.09
H 0.805532 6.175057 -1.806401 -0.06 -0.02 -0.16
H 9.097214 -5.481846 1.133096 -0.07 -0.04 -0.01
H -5.000322 -4.809073 -2.513174 1.60 -0.64 0.48
H 2.772489 11.932283 -5.649169 0.02 -0.10 0.02
H -4.140312 -3.695937 -0.492377 1.31 -0.23 -0.99
H 0.966011 -2.727985 4.792232 -0.09 -0.04 -0.05
H 6.440839 -5.826418 2.617203 -0.05 0.15 -0.10
C -1.400484 -4.937589 6.089274 0.23 -0.08 0.28
H 8.058135 -6.915268 1.039500 0.04 0.05 0.03
H 5.463324 -4.201356 1.124912 0.09 0.06 -0.17
C 1.224701 1.137707 -2.415280 -2.28 -1.88 0.41
H -4.991120 -1.214929 -4.133449 -0.52 0.40 1.86
H -8.537446 -0.661513 -0.289506 1.25 -0.04 -0.98
C 3.145243 11.121942 -5.018271 -0.08 0.01 -0.02
H -0.216489 -3.310525 6.895441 -0.05 -0.12 -0.01
H 4.027452 2.531712 -3.525696 -1.61 -0.02 -0.51
N -3.622758 -3.566035 5.920505 0.34 -0.15 0.06
H -7.739794 -1.808452 -1.484532 0.31 1.25 0.78
H 6.544842 -0.631126 -1.456215 -1.96 -1.44 0.35
H 3.875122 1.162434 -1.524401 -1.01 -1.45 0.41
C -3.886997 -4.987532 -2.340312 1.76 -0.09 -0.29
H -0.546809 8.311684 -3.725485 -0.04 -0.03 0.05
H -3.180430 -2.079258 10.592451 0.08 0.07 0.01
H 5.151650 10.019319 -3.449003 -0.15 -0.09 0.08
C 0.699127 -1.493342 9.512537 0.21 0.30 -0.14
C 0.291572 -2.414209 10.577915 -0.03 -0.37 0.01
C -3.587643 -6.536391 -2.124336 -3.62 -2.90 -0.42
C -3.279113 -4.037073 -1.157167 0.08 0.25 -1.21
C -0.926000 -0.363580 -2.721108 2.08 -0.35 1.01
C 8.343014 -6.065974 1.666514 0.09 0.02 0.04
C 3.531184 0.065760 -1.443594 0.22 0.89 -1.34
C -5.505427 -1.124422 -3.103711 -1.48 0.35 -0.83
H -8.329048 0.759101 -4.156938 -0.69 -0.88 1.52
H 5.906192 -2.414932 -2.061202 0.78 2.03 -1.16
O -0.494156 -4.130826 -2.364979 -1.60 3.61 0.67
O -4.570683 -7.335064 -2.190810 3.53 2.91 0.51
C 3.421478 9.743422 -2.280829 0.00 -0.26 0.09
C 7.128393 -5.217281 2.021793 0.27 -0.24 0.20
H 3.633548 -0.266622 -0.359999 0.19 0.27 -1.57
H 0.108790 -4.010947 3.930234 -0.07 0.08 0.14
N 1.019037 -0.767285 8.677487 -0.18 -0.35 0.31
H 7.444449 -4.382213 2.654863 -0.13 -0.01 -0.10
H 2.560397 2.876736 -1.700968 -1.45 -0.35 -1.06
H -4.249047 1.798530 -2.684493 -1.23 -0.97 0.90
C -0.898437 7.505813 -1.734827 -0.08 0.46 -0.06
H 2.703845 3.171264 -4.695072 0.35 -0.97 1.32
H 0.720069 -4.663076 6.271673 -0.15 -0.04 0.07
C 0.040509 -3.307746 4.762290 -0.04 0.06 0.03
O -2.879144 0.184501 -4.076317 0.67 -2.34 3.07
C -7.628482 -0.798749 -0.967750 0.44 0.69 -0.30
C 2.038272 -2.826815 -1.178973 -0.32 2.11 -0.98
H 0.929549 -3.302647 10.539737 0.08 0.18 -0.07
C -0.161030 -4.041427 6.082058 0.29 0.27 -0.14
H -2.042391 -0.939049 9.872296 0.02 -0.03 0.07
H 1.157086 3.400716 -2.905039 0.90 -1.52 0.98
C 1.900946 2.579730 -2.590312 1.02 -0.97 -1.17
H 3.129351 -2.543542 -1.011786 -1.41 -0.68 -0.15
H -4.478440 0.797259 -1.151473 -0.83 0.42 -1.14
H -1.346254 -5.658233 5.268032 -0.14 0.12 0.00
F 3.369744 -3.370160 1.315775 -2.47 -1.60 -1.19
H 2.810360 1.374632 -4.287880 0.25 1.59 0.51
H -6.210118 0.849573 -3.840020 0.22 -0.76 1.61
H 4.997187 11.105649 -2.077208 -0.09 -0.19 0.04
H 0.455630 -1.949113 11.554319 0.03 0.10 -0.15
N 7.803151 -3.000102 -0.596710 -0.03 -0.31 0.33
H -2.015699 -1.233335 11.620407 -0.01 -0.01 -0.06
H -0.757712 9.531801 -2.466623 0.04 -0.05 -0.04
```
Positions in Å, forces in eV/Å.

- structure (SMILES) = C=CCc1c(CC)cc2c(c1COC(F)(F)F)C(=O)C(CCC(=O)O)=C(OC[C@H](C)C(C)C)C2=O.CCCC#N.CCCC#N.CCCC#N.CCCC#N.CCCC#N
- orbital gap (eV) = 7.198
- E_tot (eV) = -76648.5388
- HOMO energy (eV) = -8.27
- LUMO (eV) = -1.07